Computed, not measured: C27H28N3O4Rb as an isolated structure, with wB97M-V/def2-TZVPD.

Properties
frontier orbital gap: 3.918 eV
HOMO energy: 0.09 eV
lowest unoccupied orbital energy: 4.00 eV

```
! RIJCOSX wB97M-V def2-TZVPD def2/J DEFGRID3
* xyz -2 1
Rb -1.259 0.278 -1.298
O -0.950 2.883 -2.127
O -2.404 1.628 1.583
O -0.780 -1.651 -3.034
O -1.393 -1.715 1.080
N 3.128 -1.441 -1.723
N -4.558 2.044 2.173
N 1.640 1.063 -0.199
C 1.756 -0.057 4.595
C 0.998 -1.071 5.166
C -1.856 -3.310 2.754
C 0.336 -4.908 -4.153
C 2.172 -3.786 -3.116
C 1.589 0.272 3.258
C 0.653 -0.405 2.491
C -1.129 -2.118 2.184
C -0.107 -1.414 3.054
C 1.367 -2.682 -2.836
C 0.069 -1.753 4.389
C -0.486 -3.836 -3.896
C 1.689 -4.903 -3.772
C 1.989 4.286 -0.527
C 1.911 -1.539 -2.086
C -0.087 3.736 -1.756
C -3.583 1.272 1.589
C 0.870 2.076 -0.181
C -0.016 -2.647 -3.238
C -0.087 5.107 -2.177
C -4.089 0.030 0.907
C 3.568 -0.281 -0.949
C 0.985 3.386 -0.863
C 1.989 5.590 -1.007
C 0.918 5.982 -1.823
C 2.819 1.044 -1.066
C -4.869 0.458 -0.344
H -0.074 -5.778 -4.659
H 2.773 3.965 0.154
H 2.770 6.287 -0.731
H -5.347 -0.375 -0.863
H 3.565 -0.562 0.111
H 3.504 1.854 -0.799
H 2.331 -5.752 -3.978
H -0.031 1.955 0.440
H 4.615 -0.105 -1.213
H 2.482 0.478 5.197
H -2.449 -3.008 3.620
H 2.176 1.054 2.794
H 1.171 -0.773 -1.856
H -4.770 -0.494 1.589
H -1.154 -4.079 3.081
H -0.525 -2.541 4.835
H 0.876 7.004 -2.189
H -1.530 -3.847 -4.188
H -0.906 5.424 -2.813
H -4.245 1.052 -1.023
H -3.223 -0.615 0.778
H 0.540 -0.158 1.447
H 3.205 -3.740 -2.786
H 1.125 -1.329 6.210
H 2.514 1.229 -2.102
H -4.263 3.002 2.281
H -2.513 -3.705 1.985
H -5.412 1.941 1.626
*
```

***

Computed, not measured: C27H28N6O3Pd as an isolated structure, with wB97M-V/def2-TZVPD.

Properties
frontier orbital gap: 6.863 eV
HOMO energy: -7.91 eV
lowest unoccupied orbital energy: -1.05 eV

```
! RIJCOSX wB97M-V def2-TZVPD def2/J DEFGRID3
* xyz 0 1
Pd 0.068 0.355 0.101
O -1.724 0.662 1.002
O -4.551 0.431 0.722
O 2.022 0.628 -0.428
N 1.763 2.652 0.672
N -0.157 -0.527 4.637
N 0.426 2.308 0.610
N -1.842 0.220 5.965
N 0.854 -0.780 2.384
N -2.101 0.391 3.678
C -2.693 4.101 0.220
C 3.943 1.936 0.043
C 0.814 -0.849 -2.846
C 5.861 3.388 -0.025
C -4.628 2.701 0.222
C -2.454 1.709 0.625
C 4.784 0.828 0.016
C 4.485 3.217 0.025
C -0.108 -1.361 -0.612
C 0.376 -0.657 3.432
C -0.213 -1.690 -2.051
C -1.345 0.022 4.721
C 1.521 -5.073 -2.052
C 2.472 1.726 0.106
C -0.450 3.227 0.631
C -3.988 -0.850 0.457
C -1.620 -1.223 -2.485
C -1.889 2.994 0.489
C -4.060 3.958 0.077
C 6.700 2.281 -0.045
C -3.851 1.585 0.498
C 6.160 1.002 -0.021
C 0.029 -3.179 -2.285
C 0.568 -5.909 -2.623
C 1.251 -3.724 -1.888
C -0.650 -5.380 -3.018
C -0.919 -4.026 -2.847
H -2.811 0.435 6.109
H -2.927 0.941 3.837
H -4.788 -1.457 0.032
H -3.158 -0.795 -0.232
H 0.775 -6.963 -2.756
H -3.638 -1.308 1.382
H -1.725 -1.405 -3.556
H 6.814 0.137 -0.030
H 0.643 -1.019 -3.910
H 1.838 -1.128 -2.607
H 3.819 4.068 0.054
H -1.728 -0.157 -2.297
H -0.100 4.254 0.719
H 2.475 -5.473 -1.733
H -5.699 2.556 0.133
H 2.003 -3.084 -1.434
H -1.314 -0.164 6.728
H 0.695 0.209 -2.621
H -1.881 -3.641 -3.163
H -2.229 5.077 0.126
H -1.402 -6.022 -3.460
H 6.280 4.387 -0.046
H 4.346 -0.162 0.033
H -0.064 -2.236 0.045
H -4.686 4.814 -0.137
H 7.774 2.416 -0.080
H -1.745 0.374 2.726
H -2.418 -1.752 -1.967
*
```

***

Computed, not measured: C27H29AsF6N3P2RhS2 as an isolated structure, with wB97M-V/def2-TZVPD.

Properties
frontier orbital gap (alpha / beta): 7.287 / 6.732 eV
HOMO energy (alpha / beta): -11.36 / -11.03 eV
lowest unoccupied orbital energy (alpha / beta): -4.07 / -4.30 eV

```
! RIJCOSX wB97M-V def2-TZVPD def2/J DEFGRID3
* xyz 1 2
Rh -1.146 0.535 -0.542
As -2.211 3.399 1.186
S -3.266 -0.580 -0.374
S -1.053 1.296 -2.604
P 1.085 1.017 -0.265
P -0.001 -1.312 -0.850
F -1.776 1.683 1.563
F -2.639 4.998 0.779
F -1.444 3.863 2.648
F -2.937 2.767 -0.272
F -3.711 3.137 2.019
F -0.709 3.496 0.317
N 1.477 -0.631 -0.398
N -3.896 -0.152 2.197
N -5.176 0.952 0.657
C 0.549 -5.091 0.397
C 4.471 2.938 -2.669
C -1.062 -2.373 -3.144
C 2.222 2.083 -2.610
C 1.181 0.950 3.774
C 0.614 -3.884 -0.277
C 4.605 2.696 -1.308
C -4.579 0.414 3.355
C -1.030 -2.773 -4.467
C 1.448 2.270 4.101
C -0.364 -5.260 1.432
C 1.266 -1.735 -3.283
C 3.546 2.159 -0.593
C 0.146 -2.657 -5.200
C -1.143 -3.008 1.121
C 1.303 1.523 1.440
C -0.222 -2.824 0.097
C 2.724 -1.234 0.086
C 0.087 -1.848 -2.557
C 1.292 -2.143 -4.611
C 2.343 1.855 -1.241
C -1.212 -4.223 1.786
C -4.153 0.163 0.942
C 1.101 0.574 2.443
C 1.630 3.219 3.105
C 3.283 2.629 -3.314
C 1.554 2.853 1.772
H 3.657 1.986 0.469
H 3.176 2.815 -4.374
H 1.036 0.214 4.554
H 1.506 2.566 5.140
H -3.059 -0.684 2.360
H -5.636 0.143 3.339
H 5.529 2.932 -0.799
H 3.553 -0.966 -0.571
H -5.243 1.301 -0.285
H -4.132 -0.011 4.248
H 5.294 3.366 -3.225
H -1.941 -4.362 2.573
H -1.920 -3.175 -4.932
H 2.207 -2.056 -5.181
H 0.167 -2.968 -6.236
H 1.309 1.830 -3.132
H -4.465 1.496 3.381
H 2.947 -0.887 1.093
H -1.978 -2.463 -2.570
H -1.833 -2.211 1.363
H 1.810 4.252 3.365
H 0.880 -0.457 2.185
H 1.294 -3.781 -1.114
H 1.197 -5.905 0.103
H -5.590 1.524 1.378
H 2.153 -1.313 -2.827
H 2.634 -2.316 0.110
H 1.676 3.598 0.998
H -0.422 -6.208 1.950
*
```

***

Computed, not measured: C27H29Br2ClIN2O2PY as an isolated structure at a distorted geometry, with wB97M-V/def2-TZVPD.

Properties
frontier orbital gap: 7.356 eV
HOMO energy: -10.57 eV
lowest unoccupied orbital energy: -3.22 eV

```
! RIJCOSX wB97M-V def2-TZVPD def2/J DEFGRID3
* xyz 1 1
I -1.731 -0.184 -5.227
Y -0.530 0.358 -0.136
Br -2.754 -4.228 0.147
Br -3.683 -3.070 5.555
Cl -5.129 4.196 -4.048
P 2.038 -0.689 -0.567
O -1.035 0.424 -2.121
O -1.499 -1.402 0.158
N -1.176 0.254 2.262
N -2.017 2.254 -0.429
C 2.224 -1.050 -2.371
C -3.921 3.085 -3.489
C -3.945 4.093 -1.197
C -2.494 2.245 -1.726
C -2.430 1.230 -3.891
C -2.498 3.136 0.422
C -3.416 2.152 -4.332
C -1.495 0.818 4.562
C 2.108 0.180 -3.280
C -3.097 -3.378 2.826
C 3.176 0.710 1.502
C 2.355 -2.330 0.241
C -2.159 -0.354 4.784
C -2.352 -1.279 3.735
C 3.460 -1.868 -2.759
C -3.467 4.086 0.081
C -3.469 3.161 -2.145
C 3.832 -2.653 0.494
C 3.381 0.432 0.006
C -1.989 -1.800 1.343
C -1.012 1.076 3.276
C -1.853 -0.933 2.465
C -2.586 -3.007 1.556
C 1.543 -2.565 1.519
C 3.400 1.759 -0.758
C -2.991 -2.539 3.887
C -1.963 1.255 -2.609
H -4.698 4.810 -1.498
H 1.377 0.920 -2.952
H 4.385 -1.360 -2.474
H -3.772 2.109 -5.353
H -2.536 -0.592 5.771
H 3.473 -2.867 -2.323
H 0.481 -2.369 1.386
H 3.909 1.442 1.847
H 1.794 -0.144 -4.274
H 2.189 1.141 1.707
H 1.911 -1.956 2.348
H 4.477 -2.490 -0.366
H 3.271 -0.175 2.126
H -2.109 3.096 1.433
H 1.634 -3.610 1.824
H 3.718 1.658 -1.793
H 4.226 -2.067 1.326
H 2.417 2.246 -0.773
H 1.973 -3.028 -0.510
H 4.339 -0.072 -0.127
H -3.822 4.788 0.822
H 3.079 0.668 -3.388
H 3.483 -1.987 -3.845
H 4.081 2.453 -0.262
H -0.463 1.991 3.078
H -3.576 -4.340 2.940
H 3.923 -3.704 0.779
H -1.331 1.536 5.353
H 1.338 -1.669 -2.541
*
```

***

Computed, not measured: a 17-piece molecular cluster, C27H29Cl48FO2 overall, with wB97M-V/def2-TZVPD.

Properties
frontier orbital gap: 9.049 eV
HOMO energy: -8.88 eV
lowest unoccupied orbital energy: 0.17 eV

```
! RIJCOSX wB97M-V def2-TZVPD def2/J DEFGRID3
* xyz 0 1
Cl 1.289 2.472 6.655
Cl 0.588 -5.736 6.985
Cl -0.945 3.116 2.401
Cl 7.332 5.476 -1.552
Cl 4.244 4.432 0.185
Cl 2.085 4.904 5.267
Cl -5.529 2.913 -1.336
Cl 1.524 2.469 -1.464
Cl 4.461 5.769 2.754
Cl 0.614 -5.673 0.457
Cl -7.656 5.340 -6.759
Cl 9.248 5.050 -3.693
Cl 1.707 2.896 -4.338
Cl -0.818 3.268 -2.985
Cl -2.690 4.314 4.384
Cl -1.023 -5.459 3.668
Cl -9.498 6.167 -4.671
Cl -4.652 4.927 -3.227
Cl 0.369 -8.629 7.062
Cl -1.294 -2.633 8.847
Cl -4.698 5.517 -0.384
Cl 6.023 1.736 -5.223
Cl 5.192 -0.639 -3.766
Cl 0.990 -4.747 -2.261
Cl 1.494 -1.435 -4.847
Cl 13.661 4.233 -3.428
Cl 12.633 2.580 -5.583
Cl 5.638 1.845 -2.345
Cl -1.723 -3.318 5.504
Cl 2.037 -7.357 5.055
Cl 3.610 -0.753 -7.326
Cl -4.476 -5.630 -1.669
Cl -0.937 0.160 -4.801
Cl -0.950 -2.456 -6.045
Cl -0.464 -0.204 7.506
Cl 0.945 -7.599 -1.702
Cl -1.425 1.763 4.922
Cl 9.349 3.402 -1.305
Cl -3.798 -5.009 4.375
Cl 5.658 -1.767 -9.123
Cl -6.951 -5.160 -0.222
Cl -0.317 -0.380 10.400
Cl 12.973 1.458 -2.927
Cl 2.239 4.765 8.164
Cl 2.897 6.964 0.619
Cl -7.661 3.967 -4.203
Cl 4.996 -3.220 -6.695
Cl -4.604 -6.085 1.198
F -3.117 -2.682 -0.923
O -2.260 -0.176 -1.107
O -0.240 -0.976 -1.636
C 4.311 5.987 1.009
C -6.075 -1.915 0.803
C -4.253 -0.715 1.813
C -5.178 -1.753 1.852
C -0.178 -1.269 8.886
C 12.577 2.908 -3.850
C -3.168 1.251 0.718
C -1.334 -1.143 -1.165
C -1.539 -2.594 0.872
C 2.382 3.857 6.661
C -8.646 4.806 -5.402
C -1.988 0.946 -0.243
C 5.134 -1.628 -7.445
C -4.213 0.169 0.734
C -2.128 -4.940 4.940
C -0.270 -1.475 -4.749
C 5.092 1.114 -3.856
C -6.065 -1.027 -0.267
C -5.143 0.012 -0.295
C 1.388 -6.005 -1.095
C 8.300 4.282 -2.417
C -1.255 3.324 4.122
C -5.490 -6.146 -0.327
C -5.483 4.640 -1.703
C 0.679 2.344 -3.006
C -1.772 -2.489 -0.628
C 1.428 -7.266 6.705
H -1.651 -1.619 1.347
H -0.539 -1.924 -3.803
H -6.757 -1.144 -1.089
H -2.265 -3.281 1.298
H -3.579 2.226 0.471
H 7.626 3.572 -2.878
H 4.056 1.384 -4.003
H 0.831 -1.651 8.812
H 3.396 3.488 6.586
H -6.497 5.006 -1.793
H -9.384 4.111 -5.777
H -3.551 -0.575 2.627
H -1.851 1.807 -0.891
H -0.521 -2.925 1.064
H -2.019 -5.622 5.772
H 0.437 1.301 -3.184
H -1.222 -3.273 -1.147
H -2.720 1.334 1.701
H 11.567 3.204 -3.599
H 5.884 -1.066 -6.902
H -5.788 -7.170 -0.505
H 2.273 -7.309 7.379
H -5.125 0.696 -1.137
H 5.190 6.514 0.662
H -5.179 -2.438 2.690
H -1.067 0.785 0.315
H -0.405 3.835 4.557
H -6.780 -2.732 0.838
H 2.458 -5.991 -0.936
*
```

***

Computed, not measured: a 3-piece molecular cluster, C27H29F5IN3O11 overall at a distorted geometry, with wB97M-V/def2-TZVPD.

Properties
frontier orbital gap: 7.989 eV
HOMO energy: -8.78 eV
lowest unoccupied orbital energy: -0.79 eV
SMILES: [H]/N=C/Cc1c(I)c(CCCCOC=O)c2nc(C(F)(F)F)c(OCCC)nc2c1CC(=O)O.O=C1OC[C@@H](F)O1.O=C1OC[C@@H](F)O1

```
! RIJCOSX wB97M-V def2-TZVPD def2/J DEFGRID3
* xyz 0 1
I 1.997 1.239 1.983
F -1.644 -2.769 -3.428
F 4.762 -5.287 4.214
F -3.753 -3.061 -3.180
F 1.021 5.739 -3.413
F -2.994 -1.313 -4.251
O 3.572 -3.574 0.294
O 5.615 0.038 -0.214
O 3.788 -4.361 2.397
O -4.774 -0.009 4.262
O -5.071 -1.344 -1.558
O 1.634 3.246 -1.120
O -3.470 -1.452 3.200
O 2.238 3.847 -3.182
O 5.533 1.854 1.063
O 5.203 -5.037 0.807
O 3.275 2.121 -2.157
N -1.488 -1.035 -1.532
N -0.063 3.903 3.114
N -3.754 -0.400 0.035
C 5.155 1.277 0.090
C -0.045 -0.002 0.083
C -3.554 0.900 2.474
C -2.805 -2.127 -3.202
C 3.527 -1.123 -0.918
C -1.036 3.123 3.318
C -5.620 -0.410 -2.512
C -1.043 0.930 2.112
C -0.870 1.631 3.446
C -3.832 -1.011 -1.106
C -3.983 -0.209 3.404
C 0.109 0.635 1.301
C 4.667 -0.997 0.108
C -2.307 0.583 1.671
C 4.133 -4.256 1.083
C 2.465 2.990 -2.153
C 0.989 4.474 -2.934
C -4.458 1.828 -2.839
C 5.681 -5.584 2.042
C -1.353 -0.374 -0.346
C 0.906 4.439 -1.425
C -2.482 -0.086 0.429
C 2.115 -1.397 -0.324
C 1.116 -0.323 -0.832
C -5.560 1.060 -2.085
C 4.450 -5.502 2.915
C -2.692 -1.357 -1.889
H 0.064 1.373 3.927
H 0.762 -0.626 -1.809
H -4.631 2.897 -2.751
H -4.462 1.538 -3.885
H 5.243 -1.911 0.110
H 6.042 -6.599 1.903
H 1.651 0.616 -0.967
H -2.054 3.504 3.436
H 4.299 -0.858 1.125
H -0.113 4.379 -1.051
H -6.660 -0.697 -2.625
H -3.487 1.555 -2.424
H -0.416 4.859 3.073
H 1.405 5.297 -0.973
H -5.143 -0.553 -3.479
H 3.533 -0.225 -1.526
H 6.489 -4.962 2.428
H 2.121 -1.492 0.754
H 0.200 3.919 -3.445
H -6.505 1.518 -2.373
H 1.763 -2.334 -0.740
H -2.527 -1.476 3.399
H -3.412 1.784 3.078
H 3.772 -1.958 -1.566
H 3.786 -6.366 2.846
H -5.475 1.176 -1.010
H -4.340 1.124 1.760
H -1.650 1.293 4.127
H 4.440 1.765 -0.589
*
```

***

| no. | E_tot (eV) |
| --- | --- |
| 1 | -41768.685 |
| 2 | -47013.904 |
| 3 | -153339.948 |
| 4 | -206584.694 |
| 5 | -636357.532 |
| 6 | -77149.710 |